Entry from the Open Molecules 2025 dataset: 16 unconnected molecules or ions with the total composition C48H88B8F32N16 at a distorted geometry (ωB97M-V with the def2-TZVPD basis set).

Positions of all 192 atoms, in Å:
C (-1.8552, -1.9881, -9.4220)
C (-0.8476, -2.6255, -10.2914)
N (-1.2145, -3.4407, -11.3501)
C (-1.6244, -4.7892, -11.2957)
C (-1.9122, -5.4164, -12.5433)
N (-1.7193, -4.3919, -13.4062)
C (-1.2830, -3.3013, -12.7491)
C (-1.8364, -4.5802, -14.8102)
H (-2.6330, -1.4282, -9.9413)
H (-1.4564, -1.3047, -8.6723)
H (-2.4229, -2.7618, -8.9051)
H (-0.3182, -3.2629, -9.5832)
H (-0.2021, -1.7934, -10.5724)
H (-1.6868, -5.1400, -10.2762)
H (-2.2506, -6.3644, -12.9349)
H (-1.0735, -2.3497, -13.2149)
H (-1.4809, -5.5459, -15.1697)
H (-1.2347, -3.9397, -15.4550)
H (-2.8705, -4.6403, -15.1494)
C (-1.1947, -9.8432, 8.3075)
C (-2.6820, -9.6622, 7.7776)
N (-3.7424, -9.7712, 8.8425)
C (-4.2480, -8.7248, 9.6606)
C (-5.0737, -9.4159, 10.5734)
N (-5.2127, -10.7141, 10.2201)
C (-4.4037, -10.9438, 9.1513)
C (-5.9798, -11.7067, 10.7846)
H (-0.5280, -9.7463, 7.4506)
H (-1.1386, -10.7538, 8.9040)
H (-1.0040, -9.0647, 9.0462)
H (-2.9001, -10.2229, 6.8687)
H (-2.8959, -8.6085, 7.5986)
H (-3.8213, -7.7413, 9.5298)
H (-5.7305, -9.0452, 11.3464)
H (-4.3058, -11.8904, 8.6404)
H (-6.7623, -11.2668, 11.4028)
H (-5.4796, -12.3409, 11.5165)
H (-6.5312, -12.2492, 10.0167)
C (-1.2631, 0.5432, -1.2843)
C (0.3195, 0.1154, -1.1869)
N (0.5420, -1.1860, -0.5471)
C (0.2166, -2.4520, -1.1116)
C (0.5990, -3.4973, -0.2590)
N (1.1296, -2.9254, 0.8672)
C (1.0920, -1.4859, 0.7098)
C (1.2877, -3.6045, 2.1706)
H (-1.4565, 1.0085, -2.2509)
H (-1.5183, 1.2659, -0.5093)
H (-1.8588, -0.3691, -1.2560)
H (0.8203, 0.8701, -0.5806)
H (0.7562, 0.1434, -2.1852)
H (-0.3872, -2.4543, -2.0071)
H (0.4664, -4.5610, -0.3902)
H (1.3947, -0.7458, 1.4358)
H (0.2938, -3.9491, 2.4562)
H (1.8069, -2.9954, 2.9106)
H (2.0099, -4.3733, 1.8961)
C (-11.1035, 12.6403, -1.4823)
C (-11.6922, 11.3298, -1.9659)
N (-10.7569, 10.2221, -1.5923)
C (-10.4381, 9.8145, -0.3067)
C (-9.4924, 8.8290, -0.4469)
N (-9.2288, 8.6136, -1.6656)
C (-9.9528, 9.4361, -2.3899)
C (-8.1145, 7.7951, -2.2233)
H (-10.0801, 12.7742, -1.8330)
H (-11.1551, 12.6840, -0.3944)
H (-11.6246, 13.5408, -1.8072)
H (-11.7210, 11.2429, -3.0521)
H (-12.7292, 11.1528, -1.6806)
H (-10.8037, 10.1234, 0.6615)
H (-9.0397, 8.2042, 0.3088)
H (-10.0746, 9.3572, -3.4601)
H (-7.2237, 8.0807, -1.6639)
H (-8.0524, 8.2028, -3.2323)
H (-8.2325, 6.7131, -2.1644)
C (3.9202, -4.7060, 12.2725)
C (3.9468, -3.5450, 11.2080)
N (3.8618, -2.2316, 11.8382)
C (4.8424, -1.4290, 12.2624)
C (4.2770, -0.2301, 12.8202)
N (2.8953, -0.3128, 12.5887)
C (2.6518, -1.5782, 12.0317)
C (1.8462, 0.5706, 13.0060)
H (3.3028, -4.6065, 13.1653)
H (4.9441, -4.7941, 12.6358)
H (3.8298, -5.6707, 11.7732)
H (3.1897, -3.6218, 10.4276)
H (4.8559, -3.4700, 10.6114)
H (5.8683, -1.7596, 12.1944)
H (4.7053, 0.6419, 13.2919)
H (1.6634, -1.9650, 11.8320)
H (2.1789, 1.4972, 13.4738)
H (1.2270, 0.1126, 13.7773)
H (1.1955, 0.7412, 12.1483)
C (6.5483, -7.5066, -0.6708)
C (7.9847, -7.1874, -0.2471)
N (7.9469, -6.4145, 0.9561)
C (8.2185, -6.9383, 2.2641)
C (8.2877, -5.8508, 3.1902)
N (8.0438, -4.6920, 2.4406)
C (7.8785, -5.0679, 1.1253)
C (8.1548, -3.2986, 3.0055)
H (5.8595, -6.6815, -0.8523)
H (6.1432, -8.0732, 0.1676)
H (6.6270, -8.1721, -1.5305)
H (8.4169, -6.5656, -1.0311)
H (8.5227, -8.1162, -0.0575)
H (8.4982, -7.9720, 2.4036)
H (8.4353, -5.7755, 4.2574)
H (7.9046, -4.3449, 0.3235)
H (9.1827, -2.9887, 2.8167)
H (8.0298, -3.2566, 4.0875)
H (7.4800, -2.6771, 2.4170)
C (6.9156, 9.3027, -0.7802)
C (5.5330, 9.8231, -1.0083)
N (4.6158, 9.7167, 0.0606)
C (4.0888, 10.7996, 0.8088)
C (3.0732, 10.3181, 1.5848)
N (2.9759, 8.9902, 1.4261)
C (3.8032, 8.6371, 0.4373)
C (2.0861, 8.0832, 2.1363)
H (7.5754, 9.1926, -1.6407)
H (6.9686, 8.4360, -0.1213)
H (7.3791, 10.0884, -0.1835)
H (5.0320, 9.3656, -1.8614)
H (5.4673, 10.8841, -1.2493)
H (4.3986, 11.8342, 0.8026)
H (2.3767, 10.7927, 2.2601)
H (3.9013, 7.6659, -0.0248)
H (1.0695, 8.4373, 1.9650)
H (2.2994, 7.9688, 3.1991)
H (2.1466, 7.0625, 1.7586)
C (1.7591, 3.9014, -10.1447)
C (0.9378, 4.6635, -9.0943)
N (-0.1224, 5.4816, -9.6949)
C (-0.0314, 6.2860, -10.8640)
C (-1.2663, 6.7526, -11.1096)
N (-2.1638, 5.9781, -10.3656)
C (-1.4706, 5.1622, -9.5490)
C (-3.5496, 6.0657, -10.6087)
H (2.5668, 3.4380, -9.5781)
H (2.3955, 4.6279, -10.6500)
H (1.1952, 3.2526, -10.8149)
H (1.5970, 5.3650, -8.5830)
H (0.4670, 4.0794, -8.3036)
H (0.8977, 6.4678, -11.3839)
H (-1.6700, 7.4413, -11.8370)
H (-1.9645, 4.4817, -8.8712)
H (-3.8365, 5.7042, -11.5962)
H (-3.8453, 7.1144, -10.5797)
H (-4.0352, 5.4293, -9.8689)
B (-4.5550, -3.4539, 5.4666)
F (-4.9653, -2.1909, 5.7572)
F (-4.3274, -3.6908, 4.1460)
F (-3.3542, -3.4821, 6.1227)
F (-5.3947, -4.3949, 6.0835)
B (-4.4307, 4.5149, 4.3823)
F (-5.2654, 3.4389, 4.4949)
F (-3.4459, 4.2046, 3.5334)
F (-5.1903, 5.6302, 4.2276)
F (-4.0224, 4.5080, 5.6441)
B (5.6816, -0.8669, -5.4962)
F (5.1289, -1.4900, -4.4153)
F (5.1420, -1.2983, -6.6991)
F (5.4089, 0.4945, -5.4061)
F (7.0521, -1.0372, -5.4857)
B (7.2003, 2.1186, -0.1755)
F (6.0946, 2.0237, 0.4573)
F (7.2449, 3.0518, -0.9820)
F (8.1802, 2.3076, 0.7763)
F (7.4952, 1.0753, -0.9525)
B (-2.4613, -6.8250, -5.1231)
F (-1.1830, -6.4683, -5.4840)
F (-3.4446, -6.3233, -5.9531)
F (-2.4050, -8.2060, -5.0450)
F (-2.6962, -6.3930, -3.9063)
B (-0.3568, -10.7363, -0.2744)
F (-1.3355, -9.8543, 0.1314)
F (0.0262, -10.3059, -1.4752)
F (0.6738, -10.6461, 0.5723)
F (-0.9672, -12.0145, -0.4257)
B (-0.1103, 8.4379, -4.5944)
F (1.1742, 9.0143, -4.5885)
F (-0.7884, 8.9098, -5.6803)
F (-0.1142, 7.0594, -4.5034)
F (-0.6667, 8.8814, -3.4499)
B (0.2593, 1.1019, 6.7076)
F (-0.5858, 1.4197, 7.7377)
F (0.7542, 2.2499, 6.2433)
F (1.0736, 0.0719, 6.9456)
F (-0.6339, 0.6801, 5.8059)

Computed properties:
E_tot: -167438.403 eV
Kohn-Sham gap: 4.85 eV
total charge: 0
F_max: 10.7 eV/A

Mulliken atomic charge list, values in e, 99 entries: -1.1888 -0.3355 0.2582 -0.4253 -0.5109 0.1435 -0.1783 -0.9395 0.3456 0.3586 0.3509 0.3042 0.3547 0.5566 0.4566 0.3753 0.3703 0.3395 0.3638 -0.9166 -0.6346 0.1429 -0.3253 -0.3029 0.1403 -0.1956 -0.8801 0.3474 0.3110 0.2973 0.4395 0.3226 0.4363 0.3790 0.4091 0.3267 0.3236 0.3797 -0.8739 -0.5298 0.2303 -0.4743 -0.4556 0.1545 -0.2156 -0.9080 0.2879 0.3203 0.3258 0.3047 0.3707 0.4763 0.5356 0.3957 0.3746 0.3344 0.3490 -1.0635 -0.4231 0.1394 -0.4297 -0.2833 0.0706 -0.1011 -0.7936 0.3188 0.3341 0.3689 0.3034 0.3161 0.3736 0.5000 0.3612 0.4018 0.3103 0.2961 -0.9587 -0.7880 0.2003 -0.2112 -0.3560 0.1249 -0.2941 -0.7937 0.3401 0.3245 0.3314 0.4247 0.4092 0.4245 0.4147 0.4022 0.2893 0.3473 0.3684 -1.1118 -0.3757 0.2231 -0.4456